No. 1
# C4H6O2S2

A single C4H6O2S2 molecule at a distorted geometry (the ωB97M-V functional and the def2-TZVPD basis, OMol25).

For the relative energy (zero: lowest compared OMol25 entry of this formula, charge and spin), the calculation gives 273.7 kJ/mol. As for the calculated total energy: -30002.9720 eV. Its expectation value of S² is 2.011. The calculation puts the HOMO energy (spin up / spin down) at -0.2170 / -0.3385 Eh. Its spin multiplicity is 3. As for the charge: 0.

Element x y z (Å)
C  -0.0053  0.7802  -1.2648
C  -0.2532  -0.5107  -1.1628
C  -0.2365  -2.1597  1.3217
C  1.0078  1.4632  -0.3415
O  3.1481  -0.0067  -0.9412
O  1.4591  -2.5106  -0.6870
S  2.3594  0.2447  0.2301
S  0.7555  -1.4825  -0.0061
H  -0.7514  1.4154  -1.8209
H  -0.9234  -1.0873  -1.7265
H  0.6047  -2.8535  1.7241
H  -0.7305  -1.5893  2.0425
H  1.7546  2.1988  -0.8914
H  0.5699  1.6265  0.6425

Atoms 1-2, force components in eV/Å:
C -0.767 1.337 0.865
C 0.694 -0.918 1.066

***

No. 2
# C32H84N4O16

A 8-piece molecular cluster, C32H84N4O16 overall at a distorted geometry (the ωB97M-V functional and the def2-TZVPD basis, OMol25).

For the relative energy (zero: lowest compared OMol25 entry of this formula, charge and spin), the calculation gives 263.7 kJ/mol. As for the calculated total energy: -73256.1806 eV. Its SMILES is COCCNCCOC.COCCNCCOC.COCCNCCOC.COCCNCCOC.OCCO.OCCO.OCCO.OCCO. The calculation puts the HOMO energy at -0.3184 Eh. Its spin multiplicity is 1. As for the charge: 0.

Element x y z (Å)
C  3.9396  -5.1971  -1.8160
O  4.5662  -4.0358  -2.3012
C  3.7598  -3.1525  -3.0641
C  3.3298  -1.8127  -2.3301
N  2.5300  -2.0961  -1.1150
C  1.2395  -2.6182  -1.5080
C  0.2536  -2.7625  -0.3022
O  -0.1779  -1.5532  0.3387
C  -1.1146  -1.7251  1.4018
H  3.0493  -4.8974  -1.2630
H  4.5273  -5.7953  -1.1197
H  3.7752  -5.8607  -2.6649
H  2.8860  -3.7095  -3.4021
H  4.3347  -2.8942  -3.9534
H  2.7841  -1.1359  -2.9876
H  4.2496  -1.3965  -1.9192
H  2.9247  -2.9285  -0.7011
H  1.4105  -3.6097  -1.9274
H  0.7759  -1.9152  -2.2000
H  0.6673  -3.5072  0.3778
H  -0.5640  -3.3020  -0.7803
H  -1.3882  -0.7589  1.8256
H  -0.8482  -2.3719  2.2378
H  -2.0946  -2.0456  1.0483
C  5.2646  -0.3805  1.4963
O  5.1954  -1.6640  2.0238
C  5.4803  -2.8133  1.2199
C  4.9110  -4.1162  1.7834
N  3.4824  -4.0729  1.7469
C  2.9040  -5.1280  2.6401
C  1.4701  -5.5044  2.4266
O  0.9611  -6.4714  3.3762
C  -0.4559  -6.6696  3.4913
H  5.0375  0.3847  2.2386
H  4.4994  -0.2742  0.7273
H  6.1746  -0.1968  0.9252
H  6.5634  -2.8007  1.0982
H  5.1314  -2.6286  0.2039
H  5.3181  -4.1803  2.7925
H  5.2825  -4.9748  1.2240
H  3.2746  -3.1303  2.0442
H  3.0601  -4.9178  3.6982
H  3.4125  -6.0791  2.4821
H  1.2512  -5.8708  1.4236
H  0.9456  -4.5489  2.4367
H  -0.6175  -7.6470  3.9461
H  -0.8798  -6.6868  2.4872
H  -0.8213  -5.8278  4.0795
C  -2.4827  1.8905  -4.4011
O  -1.8216  3.0214  -3.9760
C  -0.5281  3.2291  -4.6232
C  0.0697  4.6466  -4.3274
N  0.2956  4.9133  -2.8801
C  1.1713  6.0440  -2.6811
C  1.3086  6.2262  -1.1665
O  2.1150  5.1442  -0.6119
C  2.6050  5.1918  0.6951
H  -1.8077  1.0417  -4.2915
H  -2.6819  2.0485  -5.4611
H  -3.2413  1.5489  -3.6969
H  -0.6611  3.0084  -5.6823
H  0.1751  2.4448  -4.3433
H  -0.6766  5.3586  -4.6798
H  0.9043  4.7570  -5.0196
H  0.6472  4.1074  -2.3833
H  0.6899  6.9318  -3.0910
H  2.1244  5.9390  -3.1995
H  0.3318  6.2328  -0.6828
H  1.9932  7.0514  -0.9703
H  3.2548  6.0383  0.9170
H  3.1726  4.2805  0.8833
H  1.7425  5.1256  1.3583
C  -3.3095  2.1474  2.4532
O  -4.5634  1.5271  2.4632
C  -4.5570  0.3678  3.3136
C  -5.9948  -0.1989  3.0763
N  -7.0821  0.6425  3.5982
C  -8.3597  0.1077  3.1766
C  -9.5121  0.8437  3.8395
O  -9.4487  2.3044  3.8008
C  -9.8514  2.8176  2.5176
H  -2.5730  1.6290  1.8393
H  -2.9134  2.2808  3.4598
H  -3.3120  3.1754  2.0906
H  -4.5145  0.7187  4.3447
H  -3.8176  -0.4172  3.1554
H  -6.0590  -1.1868  3.5325
H  -6.1914  -0.2273  2.0046
H  -6.8999  1.5840  3.2812
H  -8.4513  -0.9362  3.4765
H  -8.5069  0.2281  2.1034
H  -9.3364  0.5975  4.8867
H  -10.4890  0.3778  3.7111
H  -9.2594  2.6911  1.6111
H  -10.0264  3.8905  2.5978
H  -10.8327  2.4632  2.2021
C  1.6336  0.5536  4.3593
C  1.5387  0.3752  2.8641
O  1.8280  -0.9503  2.5668
O  2.8843  0.0621  4.7210
H  0.8345  0.0004  4.8528
H  1.5608  1.5937  4.6772
H  2.2515  1.0714  2.4222
H  0.5424  0.7130  2.5787
H  1.7093  -1.0541  1.6199
H  3.1124  -0.5526  4.0197
C  -3.0414  -1.4280  -3.2461
C  -3.3898  -0.6984  -1.9556
O  -4.6888  -1.0731  -1.4537
O  -3.9231  -1.1799  -4.3652
H  -3.0193  -2.5122  -3.1357
H  -2.0569  -1.0110  -3.4581
H  -3.2856  0.3863  -1.9806
H  -2.7753  -1.0377  -1.1217
H  -5.3037  -0.4372  -1.8267
H  -4.7413  -1.6288  -4.1407
C  5.0072  2.4548  -2.6544
C  4.6206  3.8505  -3.1498
O  3.3932  3.8643  -3.8239
O  5.7917  1.7672  -3.6044
H  4.0782  1.9320  -2.4269
H  5.6297  2.5559  -1.7654
H  5.3579  4.3113  -3.8072
H  4.7032  4.5334  -2.3042
H  3.5875  3.6754  -4.7448
H  5.2544  1.8240  -4.3979
C  1.3391  1.7622  -0.9234
C  -0.1622  1.4332  -0.6581
O  -0.5579  0.2284  -1.2623
O  2.1795  0.8602  -0.1924
H  1.6680  2.7496  -0.5994
H  1.6335  1.6231  -1.9636
H  -0.7864  2.2392  -1.0439
H  -0.3720  1.2653  0.3982
H  -0.3908  -0.5064  -0.6674
H  1.8555  0.0154  -0.5132

Atoms 1-2, force components in eV/Å:
C -0.438 0.019 -0.276
O 0.967 0.825 0.703

***

No. 3
# C23H21BF5O4

A 2-piece molecular cluster, C23H21BF5O4 overall at a distorted geometry (the ωB97M-V functional and the def2-TZVPD basis, OMol25).

As for the calculated total energy: -46648.1942 eV. The calculation puts the HOMO energy at -0.1460 Eh. Its spin multiplicity is 1. As for the charge: -1.

Element x y z (Å)
C  -1.1467  -0.6428  0.7708
C  -1.0097  -1.4689  1.8126
C  0.3065  -2.1117  2.1997
O  1.3265  -1.7581  1.3241
B  2.2151  -0.7304  1.9629
O  1.4497  -0.3909  3.2293
C  0.7943  -1.5618  3.5921
C  1.6848  -2.6043  4.2875
C  1.9354  -2.2916  5.7718
C  2.5013  -0.8934  6.0834
C  4.0223  -0.7844  6.1625
F  4.3444  -0.1027  7.3185
F  4.6289  -2.0029  6.2751
C  4.7583  -0.0227  5.0093
F  5.2506  -0.8713  4.1220
F  3.9787  0.8596  4.4160
F  5.8105  0.6555  5.5131
H  -0.2651  -0.1852  0.3326
H  -2.1152  -0.4281  0.3262
H  -1.8843  -1.6605  2.4392
H  0.1428  -3.2013  2.2508
H  3.3032  -1.2284  2.2844
H  2.3967  0.2658  1.2732
H  -0.0830  -1.3887  4.2405
H  1.1397  -3.5583  4.2561
H  2.6243  -2.7660  3.7544
H  0.9586  -2.3486  6.2688
H  2.5576  -3.0683  6.2221
H  2.0766  -0.1563  5.3998
H  2.1673  -0.6215  7.0902
C  -2.7392  5.2607  -4.6501
C  -3.0924  4.8965  -3.3546
C  -3.0577  3.5666  -2.9721
C  -2.6767  2.5932  -3.8870
C  -2.3385  2.9558  -5.1915
C  -2.3640  4.2938  -5.5666
C  -1.9617  1.9263  -6.2028
O  -1.6632  2.2444  -7.3358
C  -1.9675  0.4982  -5.7791
C  -1.6607  -0.4855  -6.7116
C  -1.6433  -1.8162  -6.3304
C  -1.9249  -2.1712  -5.0151
C  -2.2375  -1.1969  -4.0828
C  -2.2678  0.1387  -4.4638
C  -2.6312  1.1678  -3.4486
O  -2.8857  0.8552  -2.3079
H  -2.7592  6.3022  -4.9437
H  -3.3921  5.6535  -2.6418
H  -3.3219  3.2710  -1.9661
H  -2.0898  4.5647  -6.5768
H  -1.4360  -0.1983  -7.7295
H  -1.4045  -2.5812  -7.0577
H  -1.8993  -3.2109  -4.7169
H  -2.4553  -1.4603  -3.0568

Atoms 1-2, force components in eV/Å:
C 0.097 -0.254 0.267
C -0.137 0.322 -0.463

***

No. 4
# C9H36BF4O9

C9H36BF4O9 as an isolated structure at a distorted geometry (the ωB97M-V functional and the def2-TZVPD basis, OMol25).

For the relative energy (zero: lowest compared OMol25 entry of this formula, charge and spin), the calculation gives 3562.2 kJ/mol. As for the calculated total energy: -39859.7646 eV. The calculation puts the HOMO energy at -0.1916 Eh. Its spin multiplicity is 1. As for the charge: -1.

Element x y z (Å)
B  -0.1351  0.2154  -0.0453
F  -1.0683  0.6103  0.8641
F  0.8157  1.2117  -0.0179
F  0.4120  -0.9665  0.3339
F  -0.6506  0.1398  -1.3077
C  -1.4075  -2.2904  -0.8864
O  -2.5339  -1.9825  -0.0611
H  -0.6193  -2.7186  -0.2672
H  -1.6515  -3.0510  -1.6280
H  -0.9276  -1.4495  -1.3873
H  -2.3332  -1.1925  0.4461
C  1.3009  -2.7066  -2.2279
O  1.0771  -1.9870  -1.0184
H  2.0819  -2.1691  -2.7656
H  1.6206  -3.7309  -2.0362
H  0.4253  -2.7678  -2.8742
H  0.5021  -1.2426  -1.2104
C  1.7333  0.2280  -2.3435
O  0.5064  0.8882  -2.6256
H  1.8834  0.4129  -1.2799
H  1.8055  -0.8395  -2.5521
H  2.5670  0.6823  -2.8787
H  -0.1142  0.5861  -1.9585
C  -2.8839  0.5349  -1.4796
O  -2.6064  1.1819  -0.2626
H  -3.9408  0.2853  -1.5736
H  -2.4248  1.1497  -2.2537
H  -2.4369  -0.4515  -1.3552
H  -1.6521  1.1337  -0.1701
C  1.9566  3.2088  -0.4532
O  2.2541  1.8474  -0.8395
H  1.4499  3.3907  0.4945
H  2.8769  3.7882  -0.3785
H  1.3429  3.7142  -1.1989
H  1.5397  1.3291  -1.2172
C  1.3215  1.9112  2.3363
O  0.1230  1.8737  1.5761
H  2.2038  2.2373  1.7856
H  1.2396  2.4312  3.2908
H  1.5900  0.8701  2.5154
H  0.3228  1.2366  0.8863
C  2.4159  -1.6021  1.1121
O  2.1327  -2.8295  0.3826
H  1.5357  -1.2314  1.6373
H  3.2594  -1.7886  1.7769
H  2.7476  -0.8219  0.4270
H  1.6032  -2.6160  -0.3891
C  -2.3872  2.1311  1.7942
O  -1.5869  2.0581  2.9146
H  -3.4437  2.2057  2.0519
H  -2.1896  2.9577  1.1118
H  -2.4482  1.2288  1.1858
H  -0.7239  1.8129  2.5729
C  -1.3715  -1.8495  2.0522
O  -2.1101  -0.7951  1.4171
H  -0.6874  -2.2705  1.3154
H  -0.7914  -1.4830  2.8991
H  -2.0275  -2.5772  2.5300
H  -1.4934  -0.0828  1.2334

Atoms 1-2, force components in eV/Å:
B 2.074 -3.399 -0.103
F 11.626 8.266 -6.103

***

Q: Among the records above, which one has the highest calculated total energy?
A: C4H6O2S2

***

What did the third record say?
# C23H21BF5O4

A 2-piece molecular cluster, C23H21BF5O4 overall at a distorted geometry (the ωB97M-V functional and the def2-TZVPD basis, OMol25).

As for the calculated total energy: -46648.1942 eV. The calculation puts the HOMO energy at -0.1460 Eh. Its spin multiplicity is 1. As for the charge: -1.

Element x y z (Å)
C  -1.1467  -0.6428  0.7708
C  -1.0097  -1.4689  1.8126
C  0.3065  -2.1117  2.1997
O  1.3265  -1.7581  1.3241
B  2.2151  -0.7304  1.9629
O  1.4497  -0.3909  3.2293
C  0.7943  -1.5618  3.5921
C  1.6848  -2.6043  4.2875
C  1.9354  -2.2916  5.7718
C  2.5013  -0.8934  6.0834
C  4.0223  -0.7844  6.1625
F  4.3444  -0.1027  7.3185
F  4.6289  -2.0029  6.2751
C  4.7583  -0.0227  5.0093
F  5.2506  -0.8713  4.1220
F  3.9787  0.8596  4.4160
F  5.8105  0.6555  5.5131
H  -0.2651  -0.1852  0.3326
H  -2.1152  -0.4281  0.3262
H  -1.8843  -1.6605  2.4392
H  0.1428  -3.2013  2.2508
H  3.3032  -1.2284  2.2844
H  2.3967  0.2658  1.2732
H  -0.0830  -1.3887  4.2405
H  1.1397  -3.5583  4.2561
H  2.6243  -2.7660  3.7544
H  0.9586  -2.3486  6.2688
H  2.5576  -3.0683  6.2221
H  2.0766  -0.1563  5.3998
H  2.1673  -0.6215  7.0902
C  -2.7392  5.2607  -4.6501
C  -3.0924  4.8965  -3.3546
C  -3.0577  3.5666  -2.9721
C  -2.6767  2.5932  -3.8870
C  -2.3385  2.9558  -5.1915
C  -2.3640  4.2938  -5.5666
C  -1.9617  1.9263  -6.2028
O  -1.6632  2.2444  -7.3358
C  -1.9675  0.4982  -5.7791
C  -1.6607  -0.4855  -6.7116
C  -1.6433  -1.8162  -6.3304
C  -1.9249  -2.1712  -5.0151
C  -2.2375  -1.1969  -4.0828
C  -2.2678  0.1387  -4.4638
C  -2.6312  1.1678  -3.4486
O  -2.8857  0.8552  -2.3079
H  -2.7592  6.3022  -4.9437
H  -3.3921  5.6535  -2.6418
H  -3.3219  3.2710  -1.9661
H  -2.0898  4.5647  -6.5768
H  -1.4360  -0.1983  -7.7295
H  -1.4045  -2.5812  -7.0577
H  -1.8993  -3.2109  -4.7169
H  -2.4553  -1.4603  -3.0568

Atoms 1-2, force components in eV/Å:
C 0.097 -0.254 0.267
C -0.137 0.322 -0.463